Entry 1:
This record from OMol25 describes a molecular structure, C25H41N2PSr. The level of theory is the ωB97M-V functional and the def2-TZVPD basis.

```
! wB97M-V def2-TZVPD RIJCOSX def2/J DEFGRID3
* xyz 0 1
C -4.372 1.158 1.260
C -3.588 1.694 0.231
C -2.183 1.600 0.300
C -1.582 0.976 1.376
C -2.346 0.450 2.403
C -3.755 0.521 2.346
C -1.334 2.197 -0.817
C 0.016 2.706 -0.282
N 0.223 3.976 0.138
Sr 0.979 0.613 0.345
C -1.635 -0.198 3.564
P 0.156 0.265 3.388
H -4.035 2.198 -0.626
H -4.346 0.088 3.156
H -5.455 1.237 1.212
H -1.688 -1.299 3.523
H -2.015 0.130 4.545
H -1.139 1.419 -1.588
H -1.851 3.018 -1.335
H -0.022 2.391 0.821
C 0.805 -0.699 4.797
C 0.049 1.907 4.197
H 0.882 2.386 -0.937
C -0.736 4.524 1.101
C 1.484 4.682 -0.064
H 2.787 -0.906 1.431
H -0.543 5.605 1.114
H -1.759 4.311 0.740
H -0.645 4.100 2.133
H 1.227 5.739 0.111
H 2.316 4.372 0.614
H 1.804 4.542 -1.114
H -0.383 1.795 5.202
H 1.064 2.318 4.279
H -0.566 2.600 3.613
H 0.201 -0.538 5.701
H 0.798 -1.763 4.531
H 1.841 -0.388 4.980
H 3.157 0.024 1.481
C 1.886 -5.123 0.019
C 0.976 -4.187 -0.727
C -0.266 -4.654 -1.190
C -1.136 -3.806 -1.898
C -2.437 -4.365 -2.404
C -0.772 -2.486 -2.119
C 0.474 -1.979 -1.665
C 1.343 -2.874 -0.982
N 0.833 -0.648 -1.838
C 1.724 -0.201 -2.943
C 2.227 -1.341 -3.837
C 0.944 0.781 -3.816
C 2.937 0.498 -2.319
H 1.329 -5.707 0.761
H 2.371 -5.840 -0.658
H 2.674 -4.564 0.536
H -0.556 -5.684 -0.998
H -2.278 -5.095 -3.210
H -2.982 -4.886 -1.608
H -3.075 -3.565 -2.795
H -1.442 -1.805 -2.659
H 2.315 -2.492 -0.632
H 1.399 -1.840 -4.355
H 2.895 -0.922 -4.603
H 2.796 -2.085 -3.268
H 0.544 1.629 -3.244
H 1.600 1.180 -4.602
H 0.098 0.271 -4.293
H 2.670 1.418 -1.764
H 3.475 -0.183 -1.640
H 3.622 0.807 -3.119
*
```

Output
- HOMO energy: -6.75 eV
- Orbital gap: 6.128 eV
- E: -39690.018 eV
- LUMO level: -0.62 eV


Entry 2:
This record from OMol25 describes a molecular structure, C27H54CaIN6S2SbSi3. The level of theory is the ωB97M-V functional and the def2-TZVPD basis.

```
! wB97M-V def2-TZVPD RIJCOSX def2/J DEFGRID3
* xyz 0 1
Ca -0.241 -0.015 0.204
C 2.049 0.568 -2.294
C 0.833 -0.019 -3.014
N -0.433 0.321 -2.363
C -0.973 1.644 -2.653
C -0.320 2.739 -1.827
C -0.132 4.017 -2.330
C 0.455 4.972 -1.514
C 0.857 4.616 -0.239
C 0.635 3.314 0.192
C 1.039 2.875 1.586
N 1.299 1.449 1.693
C 2.665 1.002 1.403
C 2.995 1.037 -0.087
N 2.085 0.208 -0.877
N 0.040 2.410 -0.584
H 2.014 1.658 -2.357
H 2.951 0.255 -2.837
H 0.912 -1.107 -3.031
H 0.860 0.328 -4.057
H -1.126 -0.397 -2.551
H -2.036 1.629 -2.396
H -0.898 1.903 -3.717
H -0.429 4.256 -3.343
H 0.615 5.979 -1.878
H 1.345 5.331 0.410
H 0.202 3.109 2.251
H 1.893 3.481 1.916
H 1.021 1.107 2.605
H 2.740 -0.024 1.768
H 3.413 1.610 1.930
H 4.046 0.749 -0.215
H 2.910 2.064 -0.452
H 2.292 -0.784 -0.765
C 0.060 -4.446 2.459
C -0.411 -3.212 1.702
S 0.440 -1.733 2.169
C -1.397 -3.308 0.788
C -2.063 -4.634 0.485
S -2.097 -1.981 -0.164
H 0.806 -4.160 3.197
H 0.516 -5.180 1.788
H -0.762 -4.941 2.982
H -1.585 -5.476 0.982
H -2.059 -4.826 -0.592
H -3.113 -4.605 0.788
C -2.120 4.724 2.738
Si -3.543 3.813 1.907
C -3.711 4.512 0.168
C -5.091 4.186 2.896
Sb -2.962 1.357 1.601
Si -2.984 0.302 3.924
C -3.127 -1.542 3.732
C -4.368 0.977 4.992
C -1.327 0.758 4.668
Si -5.056 0.477 0.414
C -5.550 -1.199 1.063
C -4.637 0.407 -1.410
C -6.523 1.627 0.629
H -2.426 5.747 2.973
H -1.249 4.780 2.081
H -1.817 4.244 3.672
H -3.934 5.582 0.193
H -4.508 4.014 -0.389
H -2.778 4.372 -0.386
H -5.255 5.266 2.947
H -4.997 3.809 3.915
H -5.976 3.729 2.449
H -4.144 -1.839 3.476
H -2.853 -2.028 4.673
H -2.447 -1.905 2.957
H -5.337 0.851 4.503
H -4.230 2.038 5.203
H -4.397 0.443 5.946
H -0.556 0.202 4.127
H -1.275 0.469 5.720
H -1.130 1.831 4.598
H -4.703 -1.883 1.042
H -6.341 -1.616 0.433
H -5.932 -1.119 2.083
H -3.802 -0.275 -1.578
H -4.379 1.404 -1.781
H -5.494 0.046 -1.986
H -6.834 1.664 1.676
H -7.366 1.251 0.043
H -6.313 2.647 0.298
I -0.150 -5.317 -4.306
C 1.111 -4.218 -3.095
C 2.453 -4.006 -3.277
N 2.840 -3.217 -2.250
N 1.832 -2.924 -1.406
C 0.769 -3.525 -1.914
H 3.134 -4.352 -4.035
H 3.776 -2.940 -2.016
H -0.195 -3.412 -1.440
*
```

Output
- ΔE to the lowest compared entry with this formula, charge and spin: 6.33 kcal per mole
- HOMO energy: -5.57 eV
- Orbital gap: 5.767 eV
- E: -116202.914 eV
- LUMO level: 0.20 eV


Entry 3:
This record from OMol25 describes a molecular structure, C4H11NO2. The level of theory is the ωB97M-V functional and the def2-TZVPD basis.

```
! wB97M-V def2-TZVPD RIJCOSX def2/J DEFGRID3
* xyz 0 1
C -1.241 -1.035 -1.193
C -0.460 1.539 -1.617
N -0.305 -1.870 -0.778
O -1.462 -0.811 -2.434
H -1.058 0.432 -2.355
H -1.767 -0.493 -0.410
H -0.104 -1.971 0.213
H 0.289 -2.316 -1.462
H 0.612 1.350 -1.540
H -0.583 2.376 -2.311
H -0.810 1.873 -0.638
C 1.180 0.630 1.712
C 0.711 -0.533 2.522
O 0.221 -1.544 2.074
H 0.869 -0.441 3.614
H 1.007 0.483 0.648
H 0.662 1.531 2.049
H 2.240 0.801 1.909
*
```

Output
- ΔE to the lowest compared entry with this formula, charge and spin: 73.80 kcal per mole
- HOMO energy: -8.09 eV
- Orbital gap: 8.778 eV
- E: -9909.041 eV
- LUMO level: 0.68 eV


Entry 4:
This record from OMol25 describes 2 unconnected molecules or ions with the total composition C7H16NO5. The level of theory is the ωB97M-V functional and the def2-TZVPD basis.

```
! wB97M-V def2-TZVPD RIJCOSX def2/J DEFGRID3
* xyz 0 2
N -1.074 -0.321 5.555
O -1.805 -1.277 5.469
O 0.340 -0.672 5.635
O -1.333 0.886 5.585
H 0.680 0.178 5.967
C 1.823 3.048 5.392
C 1.981 3.042 6.892
C 0.693 2.981 7.713
O 2.728 1.957 7.436
O 2.663 2.203 4.778
C 2.409 1.685 3.449
C 3.789 1.507 2.841
C 4.659 0.441 3.496
C 5.998 0.231 2.790
H 0.794 2.757 5.104
H 2.483 3.994 7.101
H -0.076 3.657 7.357
H 0.296 1.959 7.735
H 0.893 3.252 8.759
H 3.543 1.796 6.913
H 1.881 0.725 3.532
H 1.807 2.380 2.853
H 3.689 1.269 1.776
H 4.308 2.467 2.895
H 4.858 0.740 4.535
H 4.102 -0.497 3.540
H 6.578 -0.536 3.309
H 5.863 -0.100 1.752
H 6.589 1.148 2.781
*
```

Output
- ⟨S²⟩: 0.753
- ΔE to the lowest compared entry with this formula, charge and spin: 0.00 kcal per mole
- HOMO energy (alpha / beta): -7.89 / -10.33 eV
- Orbital gap (alpha / beta): 7.757 / 10.196 eV
- E: -19239.693 eV
- LUMO level (alpha / beta): -0.13 / -0.14 eV


Entry 5:
This record from OMol25 describes a single C5H10Si molecule. The level of theory is the ωB97M-V functional and the def2-TZVPD basis.

```
! wB97M-V def2-TZVPD RIJCOSX def2/J DEFGRID3
* xyz 0 1
C 0.247 0.746 -1.460
C -0.664 0.651 -0.284
C -1.301 -0.683 -0.193
C -0.850 -1.722 0.513
Si 0.775 -1.041 1.456
C 0.328 0.684 0.865
H 1.069 -0.090 -1.641
H 0.832 1.699 -1.412
H -0.280 0.841 -2.483
H -1.539 1.338 -0.257
H -2.224 -0.720 -0.728
H -1.282 -2.684 0.443
H 0.739 -0.951 2.946
H 1.874 -1.619 0.697
H 1.176 1.260 0.492
H -0.109 1.124 1.769
*
```

Output
- ΔE to the lowest compared entry with this formula, charge and spin: 19.36 kcal per mole
- HOMO energy: -9.40 eV
- Structure (SMILES): C[C@H]1C=C[SiH2]C1
- Orbital gap: 10.469 eV
- E: -13222.999 eV
- LUMO level: 1.07 eV